Record 1
Molecular formula: C24H28N2O5
Method: DFT, ωB97M-V with the def2-TZVPD basis set

Geometry as XYZ:
```
59
Properties=species:S:1:pos:R:3
C 5.83079 3.21916 -0.62157
C 4.49178 2.51953 -0.79302
O 3.83731 2.53407 0.46133
C 2.62057 1.94517 0.57862
C 2.04993 1.97336 1.85258
C 0.81920 1.39730 2.07824
C 0.12460 0.76635 1.05122
C 0.69520 0.73753 -0.21042
C 1.92314 1.32803 -0.45443
H 2.32384 1.30278 -1.45582
H 0.18704 0.24380 -1.02284
C -1.23785 0.16224 1.33064
N -1.41708 -1.13063 0.70601
C -1.86913 -1.29784 -0.55756
O -1.95274 -2.39784 -1.08420
C -2.28670 -0.06243 -1.27329
C -2.47515 -0.11769 -2.64993
C -2.88839 1.00505 -3.34203
C -3.12294 2.18829 -2.65990
C -2.94087 2.25007 -1.28819
C -2.51427 1.13078 -0.59214
C -2.33366 1.15202 0.90370
C -3.70489 0.84902 1.48719
O -4.58015 1.66365 1.59741
O -3.85815 -0.42942 1.83934
H -4.76426 -0.59010 2.14831
H -2.06175 2.16141 1.22693
H -3.13522 3.16732 -0.75300
H -3.45165 3.06603 -3.19596
H -3.03399 0.95794 -4.41075
H -2.29525 -1.05639 -3.15215
C -1.03181 -2.29111 1.47336
H -1.56250 -2.27603 2.43231
H -1.36350 -3.16325 0.90816
C 0.47288 -2.36711 1.75454
N 1.28736 -2.21734 0.56528
C 2.69201 -2.09082 0.91426
C 3.51929 -1.86386 -0.34968
O 3.34640 -2.90254 -1.28104
C 1.98292 -3.02916 -1.61653
C 1.11967 -3.30394 -0.38818
H 0.07795 -3.35355 -0.70406
H 1.41318 -4.27298 0.05467
H 1.91683 -3.85618 -2.32491
H 1.63222 -2.10454 -2.09879
H 4.58422 -1.83664 -0.10988
H 3.21714 -0.90653 -0.79866
H 2.81444 -1.23270 1.58014
H 3.06123 -2.99742 1.42854
H 0.75344 -1.55682 2.43401
H 0.66997 -3.32584 2.27102
H -1.32727 0.00522 2.41309
H 0.39224 1.43470 3.07099
H 2.59560 2.45488 2.64855
H 3.88295 3.04470 -1.54207
H 4.64489 1.48345 -1.12585
H 6.42788 2.69915 0.12234
H 6.36633 3.22920 -1.56642
H 5.67508 4.24124 -0.28755
```

The value obtained for the energy relative to the best compared isomer or geometry (same formula, charge and spin) is 36.9 kcal/mol. For the calculated total energy, the calculation gives -38561.156 eV. As for the HOMO-LUMO gap: 8.86 eV. The LUMO energy is 0.50 eV. As for the HOMO energy: -8.36 eV.



Record 2
Molecular formula: C24H28N2O7
Method: DFT, ωB97M-V with the def2-TZVPD basis set

Geometry as XYZ:
```
61
Properties=species:S:1:pos:R:3
C -1.39410 -2.31350 2.83024
C -1.34918 -2.52932 1.32039
H -0.32741 -2.74415 0.98636
H -1.98630 -3.37512 1.04772
O -1.89245 -1.44100 0.59684
C -1.16014 -0.31078 0.43667
C 0.13534 -0.10951 0.86534
C 0.78235 1.11056 0.63860
C 0.12172 2.13513 -0.02318
C -1.17560 1.94298 -0.46668
C -1.82374 0.73579 -0.25430
O -3.08754 0.44232 -0.64707
C -3.83031 1.41327 -1.35044
H -3.28643 1.76397 -2.23548
C -5.14301 0.81257 -1.86921
O -5.46820 0.99063 -3.02749
N -5.89854 0.11538 -1.00296
C -5.70787 -0.04380 0.42061
H -5.65613 -1.11482 0.64636
C -6.91183 0.56908 1.15092
O -8.12127 -0.01027 0.72529
C -8.30553 0.16075 -0.66311
H -8.37544 1.23251 -0.90355
C -7.15205 -0.46237 -1.45316
H -7.12666 -1.54275 -1.27652
H -7.25822 -0.26211 -2.51949
H -9.24982 -0.32690 -0.90794
H -6.93311 1.65597 0.97076
H -6.84451 0.38281 2.22396
H -4.78589 0.42336 0.75249
H -4.05582 2.27881 -0.70812
H -1.67687 2.74614 -0.98215
H 0.61937 3.07542 -0.19326
C 2.16113 1.25473 1.12845
O 2.78358 0.36637 1.67978
O 2.66784 2.47263 0.91194
C 3.96156 2.76911 1.42826
H 3.99261 3.85419 1.53886
H 4.09238 2.27944 2.40066
C 5.10436 2.34335 0.48242
O 5.80968 3.16607 -0.05632
N 5.20348 1.00110 0.37508
C 6.09245 0.24622 -0.39977
C 7.08819 0.81324 -1.18578
C 7.92449 -0.01348 -1.91564
C 7.78062 -1.38726 -1.87043
C 6.78638 -1.96565 -1.08720
C 5.94928 -1.13946 -0.35736
H 5.16926 -1.56874 0.25708
C 6.63046 -3.45588 -1.04501
H 7.56485 -3.92652 -0.74290
H 5.85081 -3.74800 -0.34636
H 6.37172 -3.83587 -2.03279
H 8.44089 -2.02103 -2.44427
H 8.69921 0.42575 -2.52633
H 7.20169 1.88314 -1.22123
H 4.53426 0.45110 0.91143
H 0.68996 -0.87415 1.38470
H -2.41697 -2.12292 3.14543
H -0.77982 -1.46574 3.12257
H -1.02913 -3.20280 3.33628
```

The value obtained for the energy relative to the best compared isomer or geometry (same formula, charge and spin) is 51.9 kcal/mol. For the calculated total energy, the calculation gives -42655.556 eV. As for the HOMO-LUMO gap: 8.63 eV. The LUMO energy is 0.26 eV. As for the HOMO energy: -8.37 eV.



Record 3
Molecular formula: C24H28N4O2S
Method: DFT, ωB97M-V with the def2-TZVPD basis set

Geometry as XYZ:
```
59
Properties=species:S:1:pos:R:3
C 4.30831 -2.99988 1.85623
H 5.05713 -3.36547 1.15565
O 3.16613 -3.81099 1.66926
C 2.07842 -3.44834 2.45335
C 1.70775 -4.32226 3.46052
C 0.65254 -4.03286 4.30746
C -0.02337 -2.83835 4.14683
C 0.32062 -1.97000 3.12812
C 1.35900 -2.25348 2.23675
N 1.74056 -1.38588 1.21754
C 1.23047 -0.03233 1.16878
C -0.08222 0.08352 0.37018
N -0.01224 -0.52022 -0.94859
C 0.53205 -1.86268 -0.85630
C 1.88211 -1.91755 -0.12791
H 2.23774 -2.94515 -0.08761
H 2.61776 -1.30640 -0.66284
H 0.62447 -2.28526 -1.85779
H -0.19057 -2.46703 -0.29379
C 0.46769 0.30104 -2.06021
C 1.38295 1.43301 -1.70056
C 1.09427 2.69881 -1.29246
C 2.24487 3.48728 -1.06067
C 3.39802 2.81709 -1.30002
S 3.10508 1.20659 -1.82128
H 4.40835 3.16226 -1.20750
H 2.20617 4.51076 -0.73395
H 0.09655 3.08167 -1.18262
H 1.02868 -0.35692 -2.73255
C -0.76459 0.80644 -2.86821
N -1.80813 1.26314 -1.98178
C -2.35769 2.49387 -2.04450
O -1.97959 3.35813 -2.81287
C -3.48446 2.73189 -1.08605
C -3.59261 2.10751 0.15337
C -4.67280 2.43233 0.95998
N -5.60988 3.29739 0.61531
C -5.50205 3.89717 -0.55798
C -4.46100 3.65872 -1.44010
H -4.38795 4.17154 -2.38623
H -6.28682 4.60292 -0.79585
H -4.79508 1.97599 1.93385
H -2.85022 1.40594 0.50312
H -2.19164 0.55842 -1.37248
C -1.30846 -0.31387 -3.75341
H -0.56916 -0.60677 -4.49363
H -2.20184 0.02362 -4.27345
H -1.55974 -1.17827 -3.14268
H -0.47584 1.66575 -3.48137
H -0.35295 1.13534 0.27542
H -0.87719 -0.44188 0.91433
H 1.09543 0.35039 2.18087
H 1.99913 0.57797 0.68250
H -0.24510 -1.05746 3.02289
H -0.83747 -2.58072 4.80841
H 0.37750 -4.72233 5.09028
H 2.27863 -5.23138 3.57501
H 4.68800 -3.09536 2.87953
H 4.09428 -1.94740 1.65171
```

The value obtained for the energy relative to the best compared isomer or geometry (same formula, charge and spin) is 47.8 kcal/mol. For the calculated total energy, the calculation gives -46232.748 eV. As for the HOMO-LUMO gap: 7.97 eV. The LUMO energy is 0.41 eV. As for the HOMO energy: -7.56 eV.



- Which of these has the lowest calculated total energy?
  C24H28N4O2S